[1]
C19H15N4O6S3SbSe4Tc | ωB97M-V/def2-TZVPD

Summary:
Total energy = -12524.47467 hartree
HOMO level (alpha / beta) = -10.0 / -10.0 eV
Orbital gap (alpha / beta) = 0.205 / 0.204 Eh
LUMO energy (alpha / beta) = -4.47 / -4.50 eV
ΔE to the lowest compared entry with this formula, charge and spin = 113.24 kcal/mol
Total charge = +1
Maximum force = 2.53 eV/A

Each line ends with the Mulliken charge.
Positions of all 53 atoms, in Å:
Tc: -0.070 0.112 0.800  0.996
N: 2.699 -2.366 -2.483  -0.311
C: 1.926 -1.828 -1.528  0.248
S: 2.392 -2.346 0.102  -0.250
N: 0.993 -1.050 -1.955  -0.892
N: 0.030 -0.404 -1.245  1.253
C: -0.919 -0.044 -2.079  0.296
C: -0.816 -0.572 -3.478  -0.597
C: -0.020 0.066 -4.425  0.047
C: 0.050 -0.443 -5.710  -0.916
C: -0.665 -1.586 -6.052  -0.445
C: -1.453 -2.219 -5.105  -0.833
C: -1.531 -1.712 -3.814  0.143
C: -2.080 0.871 -1.861  1.178
C: -2.769 1.315 -3.006  -1.094
C: -3.868 2.141 -2.947  -0.594
C: -4.341 2.555 -1.709  -0.741
C: -3.658 2.148 -0.599  -0.296
N: -2.569 1.351 -0.679  0.478
H: 3.569 -2.805 -2.236  0.228
H: 2.558 -2.048 -3.431  0.237
H: 0.561 0.936 -4.145  0.536
H: 0.672 0.049 -6.445  0.464
H: -0.605 -1.980 -7.057  0.424
H: -2.007 -3.110 -5.365  0.430
H: -2.146 -2.206 -3.072  0.503
H: -2.411 0.999 -3.967  0.442
H: -4.346 2.460 -3.861  0.484
H: -5.209 3.187 -1.599  0.452
H: -3.899 2.439 0.411  0.456
O: 0.002 -1.435 2.490  -0.506
S: -0.425 -0.522 3.539  1.582
O: 0.520 0.356 4.117  -0.649
O: -1.565 0.345 2.794  -0.408
C: -1.410 -1.378 4.658  0.427
C: -1.109 -1.471 6.009  -0.426
C: -1.973 -2.167 6.836  -0.727
C: -3.120 -2.742 6.304  -0.429
C: -3.433 -2.623 4.958  -0.744
C: -2.571 -1.926 4.131  0.244
S: -2.626 -0.652 1.672  0.560
O: -2.923 -1.802 2.808  -0.380
O: -1.803 -1.372 0.707  -0.463
O: -2.014 1.144 0.515  -0.556
H: -0.207 -1.008 6.385  0.487
H: -1.757 -2.258 7.890  0.430
H: -3.797 -3.283 6.952  0.409
H: -4.330 -3.060 4.545  0.483
Se: 4.537 3.008 0.682  -0.476
Sb: 3.035 1.796 -0.644  0.705
Se: 2.326 -0.344 1.023  -0.014
Se: 0.646 2.245 0.311  -0.444
Se: 3.263 1.358 -2.954  -0.428


[2]
C39H44AsIr | ωB97M-V/def2-TZVPD

Summary:
Total energy = -3852.14963 hartree
HOMO level (alpha / beta) = -8.8 / -11.1 eV
Orbital gap (alpha / beta) = 0.257 / 0.200 Eh
LUMO energy (alpha / beta) = -1.79 / -5.70 eV
Expectation value of S² = 8.77
Total charge = +1
Maximum force = 4.23 eV/A
Spin multiplicity = 6

Each line ends with the Mulliken charge.
Positions of all 85 atoms, in Å:
C: -1.603 0.874 0.865  1.513
C: -1.850 0.754 -0.594  0.974
C: -1.150 1.861 -1.219  0.355
C: -0.412 2.559 -0.234  1.268
C: -0.749 2.052 1.038  -0.374
Ir: -0.242 -0.513 0.073  0.075
C: 2.791 -0.442 0.119  0.915
C: 1.834 -1.086 0.906  -0.401
H: 1.902 -2.172 0.996  0.451
C: 0.937 -0.357 1.781  -1.198
H: 1.167 0.694 1.982  0.662
H: 0.516 -0.887 2.638  -0.034
C: 3.553 -1.235 -0.876  -1.580
H: 3.069 -2.195 -1.094  0.254
H: 3.651 -0.699 -1.830  0.285
H: 4.571 -1.441 -0.515  0.454
C: 3.210 0.964 0.316  -0.816
H: 2.571 1.537 1.001  0.095
H: 4.235 1.003 0.733  0.445
H: 3.245 1.524 -0.638  0.186
C: -3.085 0.138 -1.144  -1.182
H: -3.405 -0.717 -0.542  0.300
H: -3.897 0.883 -1.151  0.257
H: -2.929 -0.217 -2.171  0.382
C: -1.336 2.231 -2.636  -1.956
H: -1.524 1.341 -3.258  0.338
H: -2.210 2.897 -2.743  0.397
H: -0.469 2.760 -3.059  0.379
C: 0.566 3.659 -0.476  -1.910
H: 1.118 3.507 -1.417  0.344
H: 0.070 4.641 -0.535  0.363
H: 1.304 3.713 0.341  0.392
C: -0.344 2.602 2.352  -1.641
H: 0.730 2.853 2.381  0.460
H: -0.890 3.531 2.589  0.381
H: -0.561 1.882 3.154  0.287
C: -2.582 0.394 1.871  -1.636
H: -2.105 0.260 2.848  0.465
H: -3.401 1.122 1.974  0.380
H: -3.007 -0.566 1.567  0.176
C: 0.571 -0.572 -1.909  0.817
C: 0.341 -1.715 -2.641  1.060
C: 1.284 0.481 -2.462  0.114
C: 0.759 -1.801 -3.969  -0.380
H: -0.182 -2.545 -2.168  -1.265
C: 1.688 0.417 -3.804  -0.974
H: 1.535 1.357 -1.871  0.353
C: 1.405 -0.719 -4.564  -1.123
H: 0.554 -2.713 -4.531  0.456
H: 2.210 1.268 -4.244  0.476
H: 1.713 -0.761 -5.612  0.355
C: -0.032 -7.465 -0.365  -0.643
C: 0.151 -6.521 -1.383  -0.778
C: 0.020 -5.155 -1.112  -0.123
C: -0.362 -4.748 0.173  0.911
C: -0.627 -5.690 1.170  -0.493
C: -0.417 -7.050 0.910  -0.851
As: -0.841 -2.765 0.518  1.143
C: -2.705 -3.119 -0.036  1.089
C: -2.951 -3.056 -1.418  -0.245
C: -4.204 -3.417 -1.913  -0.741
C: -5.199 -3.853 -1.031  -0.740
C: -4.925 -3.979 0.332  -0.772
C: -3.661 -3.645 0.837  -0.565
C: -0.711 -2.948 2.477  0.897
C: -1.728 -2.561 3.355  -0.837
C: -1.515 -2.678 4.734  -1.180
C: -0.310 -3.183 5.225  -0.682
C: 0.705 -3.565 4.339  -1.023
C: 0.513 -3.447 2.962  -0.006
H: 0.117 -8.524 -0.570  0.383
H: 0.411 -6.843 -2.389  0.452
H: 0.224 -4.418 -1.887  0.285
H: -0.961 -5.382 2.162  0.391
H: -0.557 -7.776 1.713  0.407
H: -2.166 -2.719 -2.096  0.470
H: -4.388 -3.345 -2.986  0.478
H: -6.187 -4.107 -1.419  0.386
H: -5.696 -4.345 1.020  0.435
H: -3.420 -3.805 1.886  0.399
H: -2.691 -2.215 2.978  0.436
H: -2.314 -2.388 5.419  0.450
H: -0.155 -3.294 6.299  0.415
H: 1.647 -3.982 4.707  0.438
H: 1.279 -3.787 2.264  0.423


[3]
C5H11N3 | ωB97M-V/def2-TZVPD

Summary:
Total energy = -360.55814 hartree
HOMO level = -18.4 eV
Orbital gap = 0.247 Eh
LUMO energy = -11.72 eV
ΔE to the lowest compared entry with this formula, charge and spin = 153.49 kcal/mol
Total charge = +2
Maximum force = 4.64 eV/A

Each line ends with the Mulliken charge.
Positions of all 19 atoms, in Å:
C: 1.204 0.968 0.099  -0.163
C: 0.701 -0.456 0.010  -0.406
C: -0.780 -0.475 -0.182  0.157
C: -1.546 -0.295 -1.281  -0.549
N: -2.899 -0.119 -0.811  -0.026
C: -2.983 -0.037 0.523  -0.118
N: -1.672 -0.253 0.994  -0.130
N: 3.473 -0.021 0.347  -0.410
H: 1.383 1.468 -0.863  0.414
H: 0.882 1.677 0.825  0.397
H: 0.914 -1.236 0.894  0.436
H: 1.091 -0.857 -1.023  0.329
H: -1.314 -0.300 -2.308  0.433
H: -3.797 0.036 -1.358  0.304
H: -3.937 -0.166 1.024  0.377
H: -1.197 -0.201 2.005  0.367
H: 3.812 -0.231 -0.529  0.249
H: 4.195 -0.075 1.121  0.279
H: 2.470 0.573 0.513  0.060